[1]
C36H35N3O3P2Pt | ωB97M-V with the def2-TZVPD basis set

Geometry as ORCA input:
```
! wB97M-V def2-TZVPD RIJCOSX def2/J DEFGRID3
* xyz 0 1
Pt 0.7562 1.6912 -1.4875
N 2.0662 0.6755 -2.7293
C 1.2606 0.2128 -3.9054
C 0.1048 1.1844 -4.2340
O -0.4854 1.0938 -5.3041
N -0.1558 2.0087 -3.2215
C -1.3265 2.8492 -3.1450
C -1.5841 3.2691 -1.6967
O -2.5134 3.9864 -1.4082
O -0.7415 2.8064 -0.7748
H 2.7585 1.3505 -3.0402
H 2.5680 -0.0974 -2.3017
H 0.8035 -0.7390 -3.6376
H 1.8885 0.0640 -4.7826
H -2.2140 2.3289 -3.5139
H -1.2179 3.7622 -3.7369
C 0.4137 0.9475 1.8861
N -0.4531 -0.2012 1.7185
C -1.4873 -0.0398 0.6936
P -1.0849 -0.8558 -0.9386
C -2.4938 -0.2486 -1.9324
C -3.4614 0.6517 -1.4931
C -4.4421 1.1152 -2.3643
C -4.4691 0.6833 -3.6798
C -3.5067 -0.2139 -4.1309
C -2.5294 -0.6687 -3.2645
C -1.5865 -2.5968 -0.6632
C -0.5576 -3.5210 -0.4850
C -0.8406 -4.8457 -0.1791
C -2.1592 -5.2617 -0.0643
C -3.1920 -4.3535 -0.2639
C -2.9068 -3.0294 -0.5616
C -0.8546 -0.8608 2.9107
C -1.4256 -2.1332 2.8157
C -1.8242 -2.8150 3.9530
C -1.6563 -2.2553 5.2115
C -1.1001 -0.9910 5.3137
C -0.7117 -0.2922 4.1785
P 1.6319 1.2881 0.5506
C 2.4895 2.6966 1.3028
C 2.0996 3.9834 0.9385
C 2.6869 5.0808 1.5529
C 3.6630 4.8993 2.5217
C 4.0538 3.6172 2.8874
C 3.4633 2.5180 2.2837
C 2.8329 -0.0706 0.5927
C 4.0424 0.0985 -0.0849
C 4.9693 -0.9296 -0.1366
C 4.6944 -2.1425 0.4847
C 3.4980 -2.3163 1.1617
C 2.5668 -1.2855 1.2194
H 1.0086 0.8272 2.7908
H -0.1397 1.8953 1.9795
H -1.5989 1.0255 0.4680
H -2.4419 -0.4073 1.0751
H -3.4657 1.0256 -0.4786
H -5.1680 1.8353 -2.0101
H -5.2236 1.0581 -4.3593
H -3.4993 -0.5335 -5.1644
H -1.7695 -1.3501 -3.6343
H 0.4726 -3.1917 -0.5777
H -0.0343 -5.5533 -0.0331
H -2.3840 -6.2938 0.1722
H -4.2216 -4.6793 -0.1867
H -3.7147 -2.3230 -0.7155
H -1.5448 -2.5916 1.8448
H -2.2606 -3.8008 3.8494
H -1.9611 -2.7946 6.0985
H -0.9803 -0.5279 6.2850
H -0.3249 0.7111 4.2932
H 1.3298 4.1197 0.1879
H 2.3791 6.0796 1.2721
H 4.1227 5.7579 2.9942
H 4.8156 3.4749 3.6428
H 3.7704 1.5175 2.5680
H 4.2669 1.0526 -0.5524
H 5.9096 -0.7862 -0.6535
H 5.4164 -2.9477 0.4430
H 3.2814 -3.2575 1.6506
H 1.6296 -1.4403 1.7350
*
```

highest occupied orbital energy = -7.95 eV
orbital gap = 8.006 eV
E = -70339.8553 eV

***

[2]
C45H29BaCl4N9O3S | ωB97M-V with the def2-TZVPD basis set

Geometry as ORCA input:
```
! wB97M-V def2-TZVPD RIJCOSX def2/J DEFGRID3
* xyz -2 1
Ba -0.0957 0.6065 0.0092
Cl -0.3629 1.3155 7.9420
C 0.1938 1.4036 6.3465
C -0.5957 0.8935 5.2791
C -0.1869 1.0234 3.9069
N -0.9323 0.4534 2.8718
C -2.0372 0.8752 2.2866
O -2.4445 2.0363 2.1530
C -2.9341 -0.2327 1.5269
C -3.4013 -2.2173 2.4754
C -4.6470 -2.9499 1.9302
C -5.3952 -1.0711 0.1831
C -4.4642 -0.1396 -0.2698
N -3.3612 0.3238 0.3393
C 1.1082 1.5582 3.6391
C 1.8941 2.0253 4.7407
C 1.4597 2.0112 6.0509
Cl 2.3963 2.8371 7.2067
N 1.4438 1.8130 2.3280
C 2.7010 2.1092 2.0215
O 3.7195 2.0912 2.7756
C 2.9369 2.5863 0.6020
C 4.2165 3.1279 0.3608
C 4.5841 3.5824 -0.8907
C 3.6696 3.4306 -1.9619
C 2.3955 2.9793 -1.6507
N 2.0568 2.5197 -0.4162
H -1.5416 0.4657 5.5302
H -2.9503 -2.5065 3.4284
H -5.3037 -3.3447 2.7225
H -6.1229 -1.4959 -0.4891
H -4.6647 0.3487 -1.2039
H 2.8991 2.3666 4.5720
H 4.8426 3.1906 1.2235
H 5.5734 4.0239 -1.0292
H 4.0083 3.6808 -2.9401
H 1.5658 2.9990 -2.3318
C 1.2739 -2.5166 -4.9441
C 1.2172 -1.2428 -4.3501
C 0.4527 -1.0045 -3.2331
C -0.2416 -2.0408 -2.5825
C -0.1670 -3.3309 -3.1499
C 0.5211 -3.5416 -4.3470
N -0.8335 -1.7185 -1.3248
N -1.3671 -2.7439 -0.7670
C -2.2750 -2.6237 0.2843
C -3.1449 -3.8249 0.2212
C -4.2980 -3.9399 0.8966
C -5.2915 -1.5413 1.5649
C -4.1267 -0.8415 2.3744
C -2.4628 -1.7540 1.3714
H 1.8179 -2.7203 -5.8534
H 1.7180 -0.3712 -4.7760
H 0.4761 0.0011 -2.8443
H -0.7293 -4.1197 -2.6458
H 0.5317 -4.5387 -4.7507
H -2.8152 -4.5778 -0.4717
H -4.9729 -4.7661 0.6998
H -6.2353 -1.5175 2.1319
H -4.3903 -0.3019 3.2923
Cl 5.3781 -0.1166 -1.5412
C 4.7290 -1.1050 -0.3274
C 5.6533 -1.6483 0.5415
C 5.2338 -2.4176 1.6052
Cl 6.4802 -3.2046 2.5345
C 3.8690 -2.4414 1.9341
C 3.4240 -3.0342 3.1336
C 2.0719 -3.0608 3.4527
C 1.2182 -2.4131 2.5739
N 1.5997 -1.8342 1.4466
C 2.8897 -1.8539 1.0878
C 3.2940 -1.2511 -0.1783
O 2.4166 -0.9397 -0.9993
H 6.7070 -1.4760 0.4618
H 4.1751 -3.4576 3.7888
H 1.6597 -3.5044 4.3514
H 0.1784 -2.2868 2.8411
N -2.5686 3.1798 -6.7589
C -1.9710 3.9773 -5.7758
S -1.2935 5.4565 -6.1729
C -1.8324 3.3500 -4.4821
C -1.4725 4.1404 -3.3804
C -1.1762 3.5266 -2.1816
N -1.3191 2.2023 -1.9509
C -1.8006 1.4673 -2.9710
C -1.9912 1.9650 -4.2474
H -2.5519 3.6525 -7.6603
H -3.5011 2.9047 -6.4885
H -1.3753 5.2261 -3.4992
H -0.8093 4.1129 -1.3360
H -1.9772 0.4137 -2.7722
H -2.2191 1.3272 -5.0943
*
```

highest occupied orbital energy (spin up / spin down) = -1.63 / -1.61 eV
orbital gap (spin up / spin down) = 3.456 / 3.438 eV
E = -128307.1066 eV

***

[3]
C23H30NO4S2V | ωB97M-V with the def2-TZVPD basis set

Geometry as ORCA input:
```
! wB97M-V def2-TZVPD RIJCOSX def2/J DEFGRID3
* xyz 3 2
V 0.0574 0.3325 -0.2362
O 0.4915 2.0607 -0.1224
S 1.4386 3.2593 0.4061
C 2.9899 2.8622 -0.4333
C 2.8852 2.1468 -1.7907
C 3.5391 0.7586 -1.7401
C 3.2181 -0.1210 -2.9501
S 1.6969 -1.1219 -2.7959
O 0.8906 -0.2222 -1.7410
C 2.1990 -2.5806 -2.0017
C 1.4299 -3.6987 -2.3326
C 1.7486 -4.9232 -1.7678
C 2.8252 -5.0175 -0.8983
C 3.5977 -3.8975 -0.5845
C 3.2917 -2.6702 -1.1327
C 0.8171 4.6958 -0.3272
C 0.2733 5.6068 0.5833
C -0.1997 6.8202 0.1115
C -0.1296 7.1035 -1.2446
C 0.4119 6.1846 -2.1473
C 0.8921 4.9742 -1.6980
H 3.5242 2.2579 0.3035
H 3.5082 3.8222 -0.4792
H 3.3755 2.7565 -2.5498
H 1.8439 2.0497 -2.0941
H 3.2528 0.2481 -0.8158
H 4.6246 0.8697 -1.6993
H 3.9978 -0.8534 -3.1583
H 3.0698 0.4703 -3.8546
H 0.6137 -3.6154 -3.0405
H 1.1733 -5.8019 -2.0234
H 3.0837 -5.9771 -0.4703
H 4.4478 -3.9965 0.0764
H 3.9102 -1.8117 -0.9066
H 0.2411 5.3780 1.6415
H -0.6123 7.5434 0.8009
H -0.4937 8.0544 -1.6107
H 0.4620 6.4282 -3.1995
H 1.3178 4.2672 -2.3958
C -4.9318 -0.2062 1.4189
C -4.4654 -0.4541 -0.0292
C -5.1577 0.5082 -1.0143
C -4.6818 -1.9253 -0.4396
C -3.0331 -0.1925 -0.0844
N -1.8986 0.0149 -0.1337
H -6.0027 -0.4023 1.4565
H -4.7669 0.8267 1.7238
H -4.4409 -0.8793 2.1211
H -6.2271 0.3052 -0.9739
H -4.8206 0.3472 -2.0375
H -4.9994 1.5496 -0.7365
H -5.7523 -2.1216 -0.3924
H -4.1803 -2.6124 0.2410
H -4.3477 -2.1109 -1.4597
C 0.4543 0.4851 3.7073
O 0.7000 -0.6127 2.7591
C 0.5052 -0.4585 1.5242
O 0.6615 -1.3189 0.6423
H 1.4039 0.6873 4.1908
H -0.2685 0.1071 4.4219
H 0.0747 1.3519 3.1724
*
```

highest occupied orbital energy (spin up / spin down) = -17.60 / -17.60 eV
orbital gap (spin up / spin down) = 6.690 / 7.302 eV
E = -81349.0390 eV

***

[4]
C43H73FN10O3 | ωB97M-V with the def2-TZVPD basis set

Geometry as ORCA input:
```
! wB97M-V def2-TZVPD RIJCOSX def2/J DEFGRID3
* xyz 0 1
C 4.3530 4.7818 0.9114
C 2.9911 4.2959 0.3787
C 1.7750 4.4591 1.3117
C 2.0717 4.2045 2.7268
N 2.3631 4.0504 3.8366
H 4.5332 4.5327 1.9556
H 4.4778 5.8381 0.6820
H 5.1030 4.2130 0.3560
H 3.0305 3.2153 0.2402
H 2.8621 4.8013 -0.5773
H 0.9866 3.8210 0.9162
H 1.4056 5.4902 1.2991
C 0.0250 3.1609 -3.4763
C -0.9231 2.5415 -4.5050
C -1.5288 3.6181 -5.4212
C -0.5579 4.4373 -6.1536
N 0.2296 5.0336 -6.7379
H 0.5253 2.3669 -2.9260
H -0.6157 3.7156 -2.7868
H 0.6909 3.8957 -3.9265
H -1.7202 1.9899 -4.0094
H -0.4252 1.8979 -5.2360
H -2.1630 4.2758 -4.8164
H -2.1674 3.1787 -6.1912
C -4.5628 5.4338 -1.8096
C -3.2967 4.6016 -1.6384
C -3.0538 4.0828 -0.2105
C -1.9144 3.1417 -0.1889
N -1.0259 2.4177 -0.2414
H -4.6424 6.1934 -1.0350
H -5.4509 4.7969 -1.7401
H -4.5953 5.8500 -2.8146
H -2.4833 5.3146 -1.8261
H -3.1540 3.8172 -2.3821
H -3.9359 3.5357 0.1260
H -2.8103 4.9113 0.4510
C 4.0389 -2.1847 4.4530
C 4.1923 -1.2050 3.2889
C 5.0993 -0.0208 3.5335
C 4.4847 0.9216 4.4841
N 3.9941 1.6927 5.1611
H 3.2738 -2.9147 4.2079
H 3.7417 -1.6189 5.3387
H 4.9594 -2.7259 4.6731
H 3.1994 -0.8482 3.0048
H 4.5431 -1.7912 2.4325
H 5.2527 0.5316 2.6053
H 6.0912 -0.2903 3.8972
C 3.9445 -2.6043 -2.1519
C 2.6939 -3.1058 -1.4316
C 2.9692 -3.6568 -0.0345
C 3.5216 -5.0184 -0.0682
N 4.0161 -6.0558 -0.0740
H 4.6553 -3.4307 -2.1847
H 4.3841 -1.7659 -1.6079
H 3.7908 -2.2235 -3.1605
H 2.1804 -3.8605 -2.0321
H 1.9353 -2.3264 -1.3440
H 2.0556 -3.6895 0.5586
H 3.7234 -3.0959 0.5071
C 1.2403 -0.4587 -4.6908
C 2.6434 -0.0298 -5.1857
C 2.6384 1.4151 -5.7127
C 1.6504 1.5683 -6.7647
N 0.8137 1.6857 -7.5287
H 1.3144 -1.2109 -3.9056
H 0.6609 -0.9188 -5.4881
H 0.7484 0.4409 -4.3206
H 2.9544 -0.6735 -6.0059
H 3.3613 -0.0171 -4.3666
H 3.6060 1.6563 -6.1596
H 2.3823 2.1810 -4.9759
C -0.3026 -3.5302 4.0653
C 0.7351 -3.9825 3.0378
C 1.6215 -5.1610 3.4390
C 2.0342 -5.0817 4.8447
N 2.4144 -5.0062 5.9206
H -0.9156 -2.7252 3.6453
H 0.2108 -3.0062 4.8757
H -1.0164 -4.2936 4.3714
H 1.3146 -3.0949 2.7854
H 0.1801 -4.2906 2.1489
H 2.5423 -5.3032 2.8719
H 1.0605 -6.0924 3.3244
C -4.3465 -1.6686 -1.1913
C -4.6349 -1.0518 -2.5401
C -3.5253 -0.0976 -3.0159
C -2.2502 -0.7893 -3.2043
N -1.2531 -1.3392 -3.3540
H -3.3446 -2.1105 -1.1801
H -5.0536 -2.4330 -0.8766
H -4.3181 -0.9031 -0.4112
H -5.5513 -0.4595 -2.4593
H -4.8413 -1.7611 -3.3423
H -3.3060 0.6964 -2.2954
H -3.8418 0.3703 -3.9480
C -0.8852 1.7553 4.1919
C -1.2210 0.3504 3.7061
C -2.7004 -0.0432 3.8054
C -3.5590 0.5561 2.7919
N -4.2805 1.0151 2.0268
H 0.1931 1.9223 4.1975
H -1.2659 1.9157 5.2010
H -1.2642 2.4892 3.4771
H -0.5897 -0.3993 4.1814
H -0.9927 0.3282 2.6374
H -3.1100 0.1702 4.7971
H -2.7560 -1.1331 3.7283
C -5.6198 -2.4935 2.1415
C -5.2771 -3.9499 1.8584
C -3.9607 -4.4342 2.4370
C -2.7898 -3.9232 1.7179
N -1.8766 -3.4878 1.1772
H -6.6023 -2.2325 1.7585
H -4.8880 -1.7811 1.7558
H -5.5795 -2.3561 3.2263
H -5.3030 -4.2136 0.7977
H -6.1117 -4.5231 2.2728
H -3.7920 -5.5145 2.3828
H -3.8300 -4.1180 3.4762
C 0.9945 -0.5242 -1.0437
C 0.5056 -1.2465 0.1972
O 0.8995 -0.3416 1.2094
C 1.9259 0.4245 0.7687
O 2.5267 1.1943 1.4726
O 2.1577 0.1804 -0.5273
F 1.1568 -2.4299 0.3855
H 0.3130 0.2189 -1.4566
H 1.3864 -1.1101 -1.8719
H -0.5672 -1.4136 0.1175
*
```

highest occupied orbital energy = -10.75 eV
orbital gap = 10.756 eV
SMILES = O=C1OC[C@@H](F)O1.CCCC#N.CCCC#N.CCCC#N.CCCC#N.CCCC#N.CCCC#N.CCCC#N.CCCC#N.CCCC#N.CCCC#N
E = -69532.6751 eV